[1]
102
Properties=species:S:1:pos:R:3 method="wB97M-V/def2-TZVPD" lumo_energy_ev="-3.199 / -3.278" total_charge=+1 multiplicity=4 s2=3.758
Co 0.2381 0.1363 0.6050
O 4.4773 -0.9359 -2.6617
C 4.4401 0.4041 -2.5814
C 5.4119 1.1073 -3.2925
C 5.4537 2.4853 -3.2397
C 4.5248 3.2046 -2.4794
C 3.5558 2.5137 -1.7850
C 3.4910 1.1137 -1.8214
C 2.4060 0.4469 -1.0803
O 1.5256 1.1796 -0.4756
N 2.4045 -0.8742 -1.0679
N 1.3557 -1.3702 -0.2801
C 1.2836 -2.6371 -0.2197
S 0.1549 -3.4146 0.8664
C 0.2150 -4.9935 -0.0141
C 1.6569 -5.2109 -0.4358
S 2.2876 -3.6832 -1.1834
H 3.7457 -1.2805 -2.0966
H 6.1274 0.5385 -3.8790
H 6.2172 3.0140 -3.8008
H 4.5652 4.2882 -2.4380
H 2.8142 3.0389 -1.1955
H -0.4542 -4.9549 -0.8707
H -0.1235 -5.7627 0.6789
H 1.7323 -5.9899 -1.1926
H 2.2821 -5.4748 0.4127
S 5.9938 -0.5548 1.2697
C 7.5855 -0.7154 1.8483
C 7.6407 -0.6303 3.2051
C 6.3564 -0.4299 3.7820
C 5.3557 -0.3682 2.8581
C 3.9148 -0.1658 3.0983
C 2.9932 -0.1974 2.0307
N 1.7014 -0.0196 2.1877
C 1.2093 0.2033 3.4173
C 2.0215 0.2506 4.5399
C 1.4178 0.4896 5.8249
C 0.0886 0.6673 5.9354
C -0.7674 0.6257 4.7737
C -2.1510 0.8168 4.8379
C -2.9252 0.7713 3.7018
C -2.2602 0.5213 2.4844
N -0.9517 0.3457 2.3855
C -0.2083 0.3928 3.5259
C -4.3844 1.0075 3.7287
C -5.3333 0.6150 2.8306
C -6.6499 1.0349 3.1815
C -6.6719 1.7364 4.3458
S -5.1116 1.8949 5.0104
C 3.3990 0.0623 4.3519
H 8.4020 -0.8625 1.1517
H 8.5602 -0.7064 3.7752
H 6.1943 -0.3393 4.8536
H 3.3300 -0.3851 1.0123
H 2.0545 0.5292 6.7032
H -0.3647 0.8488 6.9036
H -2.6134 0.9954 5.8047
H -2.8192 0.5025 1.5601
H -5.1157 0.0191 1.9507
H -7.5357 0.8127 2.5989
H -7.5240 2.1753 4.8520
H 4.0556 0.1040 5.2142
C -2.3146 3.2781 -1.6273
C -3.1053 1.9672 -1.5714
C -4.1417 1.9456 -2.6913
C -3.8143 1.8686 -0.2201
Sb -1.6434 0.3187 -1.6113
C -2.8103 -1.5510 -1.7194
C -1.9476 -2.5997 -2.4257
C -3.0699 -1.9948 -0.2818
C -4.1547 -1.4100 -2.4354
C -0.6035 0.4377 -3.5528
C 0.3102 -0.7887 -3.6802
C -1.5785 0.4897 -4.7269
C 0.2796 1.6897 -3.5436
H -2.9687 4.0969 -1.2962
H -1.9921 3.5196 -2.6391
H -1.4348 3.2780 -0.9759
H -4.8222 2.7989 -2.5514
H -4.7508 1.0461 -2.6830
H -3.6973 2.0470 -3.6794
H -4.4984 2.7226 -0.1158
H -3.1122 1.9185 0.6185
H -4.4193 0.9558 -0.1267
H -0.9201 -2.6409 -2.0419
H -1.9028 -2.4303 -3.5029
H -2.4043 -3.5894 -2.2699
H -2.1710 -1.9941 0.3365
H -3.4620 -3.0238 -0.2819
H -3.8265 -1.3646 0.1955
H -4.0537 -1.0447 -3.4602
H -4.8335 -0.7440 -1.8986
H -4.6431 -2.3957 -2.4853
H -0.2283 -1.6840 -3.9872
H 0.8655 -1.0122 -2.7655
H 1.0561 -0.5738 -4.4594
H -2.3667 -0.2638 -4.6699
H -1.0158 0.3031 -5.6514
H -2.0427 1.4703 -4.8279
H 1.0192 1.6763 -2.7427
H -0.2854 2.6142 -3.4613
H 0.8293 1.7265 -4.4967



[2]
123
Properties=species:S:1:pos:R:3 method="wB97M-V/def2-TZVPD" de_lowest_kj_mol=0.0 lumo_energy_ev=-0.682 total_charge=0
Ag 2.3569 1.5130 -2.1739
As -0.1831 0.0607 -0.2651
F -0.7011 0.0609 1.3974
F 1.3636 0.7405 0.2469
F 0.4023 0.2056 -1.9185
F -1.7223 -0.4916 -0.8843
F -0.7994 1.6872 -0.4312
F 0.5098 -1.5301 -0.1503
C -2.1808 -3.6392 -4.0568
C -1.7946 -2.5359 -3.3414
C -1.7996 -1.2546 -3.8997
C -2.2216 -1.1270 -5.2062
C -2.5257 -2.2602 -5.9736
C -2.4007 -3.5329 -5.4357
N -2.4346 0.1607 -5.8620
O -3.2674 0.2781 -6.7170
O -1.8008 1.0856 -5.3760
H -2.1228 -4.6453 -3.6596
H -1.4001 -2.5053 -2.3328
H -1.5270 -0.3905 -3.3140
H -2.8359 -2.1428 -7.0031
H -2.7566 -4.4019 -5.9712
C -3.3025 4.0189 2.0100
C -3.1176 5.1610 2.7952
C -1.8674 5.4866 3.3402
C -0.7966 4.6054 3.1126
C -0.9473 3.4998 2.3254
C -2.1878 3.2329 1.8017
N 0.4390 4.8229 3.8720
O 0.4776 5.7293 4.6783
O 1.3468 4.0265 3.7248
H -4.2267 3.7471 1.5222
H -3.9212 5.8536 3.0086
H -1.8028 6.2820 4.0655
H -0.1518 2.7801 2.1846
H -2.2270 2.2774 1.2933
C -6.6042 -1.4367 0.1401
C -6.9282 -2.7007 -0.3233
C -5.8739 -3.6045 -0.5782
C -4.5931 -3.2306 -0.2890
C -4.2880 -1.9700 0.2293
C -5.3030 -1.0675 0.4759
N -3.4904 -4.1945 -0.4435
O -3.5984 -4.9764 -1.3718
O -2.5984 -4.1727 0.3719
H -7.3794 -0.6978 0.3131
H -7.9336 -3.0879 -0.3783
H -6.2394 -4.5319 -0.9963
H -3.2369 -1.7851 0.4089
H -5.0771 -0.1248 0.9514
C -1.1608 -1.8063 3.5616
C -1.5459 -3.0066 4.1429
C -2.0955 -3.0092 5.4240
C -2.2908 -1.7946 6.0881
C -2.0706 -0.5780 5.4184
C -1.5556 -0.6282 4.1465
N -2.7469 -1.7772 7.4715
O -2.6227 -2.7992 8.1174
O -3.2052 -0.7406 7.9137
H -0.7620 -1.8615 2.5605
H -1.3362 -3.9181 3.6019
H -2.2961 -3.8960 6.0103
H -2.2679 0.3230 5.9820
H -1.4494 0.3136 3.6214
C 4.6104 -3.0378 1.7093
C 3.2344 -2.7665 1.5582
C 2.3244 -3.4534 2.3075
C 2.7420 -4.4082 3.2277
C 4.0909 -4.6500 3.4689
C 4.9938 -3.9630 2.6468
N 1.7818 -5.3856 3.7868
O 0.6456 -5.3389 3.3706
O 2.2093 -6.1963 4.5737
H 5.3631 -2.4297 1.2269
H 2.9825 -2.0630 0.7775
H 1.2775 -3.3151 2.0695
H 4.5714 -5.3046 4.1779
H 6.0625 -4.1310 2.7284
C 5.2983 4.6789 -2.6005
C 6.2199 4.0007 -1.6260
O 5.6119 3.9332 -0.3205
C 4.7532 2.9914 -0.0025
O 4.0965 2.3149 -0.7555
O 4.6629 2.9961 1.3395
C 3.7322 2.0728 1.9032
H 5.0030 5.6498 -2.2063
H 4.4048 4.1318 -2.9010
H 5.8357 4.7628 -3.5520
H 7.1484 4.5445 -1.4745
H 6.4497 2.9651 -1.8971
H 2.7128 2.2557 1.5588
H 3.7789 2.2063 2.9788
H 3.9561 1.0423 1.6211
C 1.4826 -4.7198 -3.7202
C 1.5257 -3.2641 -3.3234
O 2.7308 -3.0012 -2.5713
C 3.1567 -1.7788 -2.3743
O 2.7825 -0.8126 -3.0254
O 4.1181 -1.8177 -1.4706
C 4.7484 -0.5961 -1.1216
H 2.3009 -4.9217 -4.4057
H 0.5301 -4.9759 -4.1873
H 1.4675 -5.3822 -2.8521
H 0.6562 -2.8684 -2.8123
H 1.6865 -2.6543 -4.2172
H 4.8113 0.1419 -1.9161
H 5.7376 -0.8908 -0.7741
H 4.2318 -0.1201 -0.2884
C -1.8134 5.0385 -3.6399
C -1.5874 3.6253 -3.0383
O -0.2259 3.3399 -2.7466
C 0.4668 3.9982 -1.8309
O 1.6320 3.7383 -1.6475
O -0.2780 4.8296 -1.1382
C 0.3192 5.5022 -0.0034
H -1.9407 4.8795 -4.7074
H -0.9708 5.7092 -3.4795
H -2.6725 5.5190 -3.1767
H -1.9458 2.9099 -3.7728
H -2.1807 3.4111 -2.1471
H 0.8547 4.8024 0.6350
H -0.5422 5.9429 0.4846
H 1.0409 6.2136 -0.4036



[3]
103
Properties=species:S:1:pos:R:3 method="wB97M-V/def2-TZVPD" de_lowest_kj_mol=62.3 lumo_energy_ev="3.074 / 3.074" total_charge=-2
Ce -1.8746 -0.7531 1.6768
C -0.3181 1.4061 2.1541
C 0.5422 0.3244 2.5164
C 0.1609 -0.1650 3.7551
C -0.9944 0.5038 4.1485
C -1.3072 1.4671 3.2012
H -0.3178 1.9931 1.2316
H 1.3050 -0.0372 1.8428
H 0.6144 -0.9783 4.2824
H -1.5181 0.3755 5.0806
H -2.0906 2.2074 3.3039
Se -0.9602 -3.1485 3.4508
Se -2.2917 -4.9571 2.9123
Te -4.6530 -4.0867 3.0604
Se -4.4309 -2.0245 1.5508
C 1.9714 1.3660 -0.7932
P 2.3653 -0.2217 -1.6307
C 3.7043 -0.6919 -0.4522
N 4.7700 0.0477 -0.4347
C 5.7421 -0.2582 0.4380
C 6.9306 0.5282 0.5176
C 7.9971 0.1260 1.3056
C 7.8176 -0.9795 2.1176
C 6.6712 -1.7103 2.1995
C 5.6030 -1.3788 1.3451
N 4.4378 -2.0795 1.3314
C 3.4862 -1.8081 0.4647
P 1.8531 -2.7883 0.6714
C 2.2275 -3.5545 2.3213
C 2.0247 -4.3853 -0.4136
C 3.4286 -5.0430 -0.3432
C 0.9748 -5.4015 0.1361
C 1.6805 -4.0019 -1.8390
C 3.2572 0.4186 -3.2027
C 3.9843 1.7594 -3.0692
C 4.1439 -0.7760 -3.6285
C 2.1357 0.5939 -4.1918
H 2.8903 1.8425 -0.4598
H 1.2216 1.1600 -0.0084
H 1.4694 1.9979 -1.5094
H 6.7962 1.4371 -0.0813
H 8.8644 0.8094 1.4054
H 8.5602 -1.2436 2.8499
H 6.5547 -2.5290 2.8901
H 3.1389 -4.1828 2.3340
H 1.3246 -4.0992 2.5792
H 2.2939 -2.7214 3.0632
H 3.6622 -5.2565 0.6944
H 4.1027 -4.3326 -0.7969
H 3.4681 -5.9740 -0.8948
H 1.2863 -5.9144 1.0396
H 0.8327 -6.2101 -0.5638
H 0.0674 -4.9330 0.3903
H 2.2100 -3.0300 -2.1104
H 0.6042 -3.8278 -1.9262
H 2.0384 -4.8514 -2.5382
H 4.9185 1.6236 -2.5160
H 3.3995 2.4993 -2.4730
H 4.1708 2.2340 -4.0080
H 4.8284 -1.0052 -2.8386
H 4.6928 -0.5482 -4.5387
H 3.5186 -1.6374 -3.7975
H 1.4266 1.3794 -3.9724
H 1.5780 -0.3769 -4.3297
H 2.5445 0.8405 -5.1486
O -1.6314 -2.9068 -0.0238
H -2.3777 -2.5114 -0.5369
H -1.8858 -3.6273 0.6163
C -2.9117 -0.0427 0.0750
Ge -3.7788 1.6377 -0.3263
C -4.1838 2.5953 1.4471
C -4.7259 1.7422 2.3940
C -5.2376 2.2482 3.6094
C -5.1225 3.6002 3.9354
C -4.5044 4.4417 3.0302
C -4.0474 3.9302 1.8411
C -2.6331 2.8108 -1.4649
C -2.8696 4.1802 -1.6694
C -1.9795 4.9297 -2.4215
C -0.8842 4.3596 -3.0401
C -0.6300 3.0249 -2.8109
C -1.5090 2.2262 -2.0608
C -5.6482 1.5256 -1.0217
C -6.2425 0.3257 -1.3851
C -7.5736 0.3209 -1.8064
C -8.2856 1.5096 -1.7929
C -7.6993 2.6768 -1.3690
C -6.4188 2.6614 -0.9290
H -4.8421 0.6569 2.1368
H -5.8246 1.6524 4.2858
H -5.5757 4.0095 4.8370
H -4.3927 5.5095 3.1848
H -3.6777 4.6872 1.1747
H -3.7260 4.6809 -1.1952
H -2.1075 6.0180 -2.5088
H -0.1768 4.9314 -3.6745
H 0.2981 2.6027 -3.1485
H -1.2904 1.1505 -1.9613
H -5.7128 -0.6254 -1.3121
H -8.1143 -0.5688 -2.0549
H -9.2985 1.5209 -2.1044
H -8.3438 3.5105 -1.2029
H -5.9716 3.5665 -0.4981



[4]
100
Properties=species:S:1:pos:R:3 method="wB97M-V/def2-TZVPD" lumo_energy_ev="-6.395 / -6.891" total_charge=+2 multiplicity=2 s2=0.772
P 1.5060 0.6107 -2.3249
C 3.2532 0.8414 -2.6582
C 3.8108 0.3394 -3.8486
H 3.2078 -0.2957 -4.5025
C 5.1230 0.6603 -4.1938
H 5.5366 0.2740 -5.1273
C 5.8992 1.4735 -3.3616
H 6.9306 1.7215 -3.6426
C 5.3432 1.9714 -2.1761
H 5.9370 2.6227 -1.5361
C 4.0357 1.6449 -1.8047
H 3.6202 2.0029 -0.8619
C 0.8658 -0.7130 -3.3566
C 1.4874 -1.9763 -3.3266
H 2.4654 -2.0824 -2.8538
C 0.8590 -3.0755 -3.9145
H 1.2966 -4.0658 -3.8072
C -0.3096 -2.8960 -4.6632
H -0.7848 -3.7536 -5.1573
C -0.8426 -1.6173 -4.8195
H -1.7164 -1.4528 -5.4605
C -0.2701 -0.5210 -4.1723
H -0.6782 0.4841 -4.3060
C 0.6397 2.1399 -2.7734
C 0.9241 2.6901 -4.0363
H 1.6805 2.2241 -4.6734
C 0.2409 3.8206 -4.4762
H 0.4644 4.2309 -5.4647
C -0.7198 4.4333 -3.6609
H -1.2541 5.3200 -4.0133
C -0.9781 3.9089 -2.3874
H -1.7139 4.3832 -1.7345
C -0.2880 2.7861 -1.9311
H -0.4401 2.4405 -0.9071
V 0.5533 -0.7047 1.4303
C -1.2910 -1.7917 1.0734
C -2.0681 -1.4725 0.0261
H -1.6632 -2.5327 1.7962
C -1.5157 -0.3625 -0.8445
O -2.5420 0.5961 -1.1796
H -2.1708 1.2336 -1.8280
C -0.4092 0.1781 -0.0462
H -1.1134 -0.8252 -1.7702
C 0.9280 0.3643 -0.1532
Cl 0.0497 -1.6029 3.6105
Cl 2.8172 -0.1946 1.9315
P 1.5261 -2.9384 1.0698
C 2.5534 -3.5333 2.4559
H 1.9075 -3.7866 3.3056
H 3.2485 -2.7446 2.7629
H 3.1089 -4.4104 2.0955
C 0.4038 -4.3374 0.8118
H -0.1494 -4.1941 -0.1216
H -0.3088 -4.3806 1.6412
H 0.9791 -5.2690 0.7699
C 2.6659 -2.9827 -0.3324
H 3.1006 -1.9870 -0.4801
H 2.1130 -3.2893 -1.2256
H 3.4636 -3.7047 -0.1162
P -3.5637 -2.4003 -0.4217
C -3.9337 -3.4753 0.9468
C -3.1291 -3.3554 -1.8947
H -3.9041 -2.9075 1.8854
H -3.2185 -4.3076 1.0024
H -4.9437 -3.8850 0.8052
H -2.7062 -2.6895 -2.6665
H -4.0453 -3.8342 -2.2792
H -2.3914 -4.1359 -1.6359
C -4.8840 -1.2444 -0.7447
H -5.2063 -0.8132 0.2110
H -5.7166 -1.7724 -1.2298
H -4.4879 -0.4453 -1.3845
H 1.4329 1.3520 0.0154
C 0.9568 2.9727 2.0511
P 0.0378 1.4955 2.6001
C 0.4942 1.4493 4.3800
C -0.4663 1.1789 5.3661
C -0.0874 1.0908 6.7047
C 1.2526 1.2721 7.0690
C 2.2103 1.5324 6.0844
C 1.8358 1.6077 4.7427
C -1.6821 2.1226 2.7153
C -1.9518 3.4901 2.8955
C -3.2556 3.9234 3.1525
C -4.3096 3.0044 3.1999
C -4.0510 1.6473 2.9713
C -2.7488 1.2065 2.7222
H 0.9263 3.7303 2.8456
H 0.5112 3.3908 1.1399
H 2.0010 2.7019 1.8546
H -1.5073 1.0252 5.0837
H -0.8444 0.8768 7.4608
H 1.5451 1.2112 8.1190
H 3.2579 1.6843 6.3521
H 2.5910 1.7774 3.9759
H -1.1467 4.2217 2.8601
H -3.4447 4.9850 3.3239
H -5.3240 3.3453 3.4136
H -4.8692 0.9230 3.0024
H -2.5523 0.1454 2.5553



Number 1: M 949.83 g mol⁻¹. Number 2: M 1224.65 g mol⁻¹. Number 3: M 1238.03 g mol⁻¹. Number 4: M 816.61 g mol⁻¹.